1.
Density functional theory data (ωB97M-V with the def2-TZVPD basis set) for 2 unconnected molecules or ions with the total composition C21H33F8N6O3.

Results
total charge	+1
HOMO level	-12.5	eV
HOMO-LUMO gap	9.95	eV

```
71
C21H33F8N6O3 ωB97M-V with the def2-TZVPD basis set
H 4.69095 -4.09113 -3.20023
N 0.35901 0.37142 -2.11319
C -1.21005 -3.21260 -1.71151
H 4.77024 1.76585 -3.38476
N 3.17431 1.45186 -2.00319
H -3.23291 -1.59065 1.42139
H 1.11217 1.99016 1.90963
C -3.63189 2.07614 3.36348
O -0.97963 -2.62863 1.32987
H 0.42947 -3.28941 -3.08821
N 2.47861 -0.78751 -1.33866
H -4.06346 1.38186 2.64195
H 4.32041 0.07248 -1.01677
F -2.40423 3.66718 0.67052
H -6.46891 1.56629 3.67707
F -4.46539 3.14099 1.10469
H 0.62658 -4.46942 -0.19488
C 1.09063 -0.64232 -1.50245
C -1.48315 -2.09385 0.40163
F -4.57674 1.50750 5.39684
H -1.09356 -4.06561 -3.61383
O -1.95242 -4.03517 -1.28816
H 2.02446 2.13972 0.40441
C -2.80207 -1.40637 0.44689
C -3.62368 5.24343 1.85910
C -0.00183 1.35153 0.18687
O -2.91376 3.11982 2.72976
H 3.21847 -4.07139 -2.25025
H -2.86511 1.52408 3.90430
C 4.82964 -2.85325 -1.47983
N -0.84615 -2.08325 -0.91661
F -4.09729 5.79230 0.71974
C -3.38284 3.75192 1.61265
H -0.88600 1.96121 -1.64435
H 1.96471 -5.19904 1.65210
H -0.67860 2.10267 0.56900
H -3.44574 -1.88553 -0.28762
H 2.74147 -3.52163 1.76577
H -0.44155 0.39348 0.43721
H -0.91950 -2.30748 -3.61233
H 4.43229 -1.75604 0.22397
F -6.85109 2.87706 5.12875
H -2.69048 5.73385 2.14400
H -2.71235 -0.34754 0.23981
H 3.64320 -2.68608 -3.28900
H 5.42544 -2.02345 -1.84737
C 1.37540 -3.81914 0.22108
C 0.51878 -1.76293 -0.92918
F -4.53303 5.41086 2.83314
N 1.55077 -2.55072 -0.41024
C 3.56380 0.08652 -1.79757
C -4.64988 2.47828 4.44239
C -0.65355 -3.22514 -3.09689
H 0.78689 2.39185 -1.50405
C 2.71574 -1.94236 -0.68223
H 5.50499 -3.61235 -1.10683
C 4.02833 -3.45573 -2.62699
H 0.70375 0.58757 -3.03686
C 2.06890 -4.20002 1.27350
C 1.32459 1.52567 0.95393
H 5.10633 2.25518 -1.71847
C 4.34197 2.21098 -2.48517
H 4.02195 3.21468 -2.72719
H 1.76652 0.55637 1.17729
F -6.32841 3.47225 3.08978
H 2.49979 1.49395 -2.75509
N 3.96188 -2.46140 -0.33483
C 0.07948 1.59124 -1.31060
F -4.27460 3.64167 5.00872
C -6.12638 2.53894 4.04227
H 4.03429 -0.36167 -2.67809
```

***

2.
Density functional theory data (ωB97M-V with the def2-TZVPD basis set) for 8 unconnected molecules or ions with the total composition C21H33N10PS.

Results
total charge	0
HOMO level	-8.4	eV
structure (SMILES)	N#C[C@@H](CCCS)[C@@H](C#N)[PH2]=N.CC#N.CC#N.CC#N.CC#N.CC#N.CC#N.CC#N
HOMO-LUMO gap	8.44	eV

```
66
C21H33N10PS ωB97M-V with the def2-TZVPD basis set
H 1.48948 0.51355 -0.32860
C 0.52031 1.54260 2.13445
C -2.09829 3.09982 -5.55377
C -0.86722 2.55975 -1.60016
N 0.34207 -1.64769 -1.11202
C 3.05064 -5.56682 1.88546
N 2.20747 3.88194 -3.40113
H 3.50795 -5.79275 -0.20717
N -2.65241 -3.30705 0.05001
H -0.42382 -3.01213 1.81275
N 0.22543 -5.64575 -1.86994
H -0.54047 -7.01018 1.05483
N -3.65772 3.01797 4.70679
H 0.80331 6.03696 -1.30660
N -0.41199 4.79373 6.23503
H -0.12052 0.60484 2.43147
C 0.00031 -3.50206 0.93202
H 4.81769 -6.29260 0.89051
C 2.27814 0.22562 0.48672
H -4.13810 3.95754 4.63981
H 0.84757 -7.94171 0.44183
H -0.00430 6.29660 -2.87195
H -0.79353 -8.29420 -0.15232
C -2.72883 2.04705 -6.45062
H -3.69919 -0.63326 -1.61068
C -0.15195 2.00801 -2.82254
C 0.18711 -2.48856 -0.18520
H -2.00166 1.26051 -6.67039
C 2.11778 1.13787 1.85811
C -0.67781 3.80316 5.40833
C -0.87090 2.57456 4.29058
N 2.48307 -4.96467 2.83695
H -2.65204 4.08811 2.68696
H 2.55046 0.47971 2.73586
H 4.85251 -0.45404 0.77504
H 0.96422 -3.94366 1.19975
C 1.64297 4.91055 -2.93921
S 4.07494 0.34193 -0.12651
C 0.41451 2.74945 3.23857
N -1.46066 3.01742 -0.58604
H 3.38236 -7.32652 0.68853
P -2.58343 2.87251 3.46157
C -3.04968 -2.55192 -0.87843
H 0.13128 1.95932 1.08823
H -3.59456 1.60252 -5.95192
H -0.67689 -4.29615 0.60560
H 0.89141 1.79082 -2.57752
C 3.73486 -6.29262 0.73858
H -0.63869 1.08716 -3.15528
H -3.05424 2.50349 -7.38944
C -0.11634 -7.50012 0.17410
C -3.52848 -1.64170 -1.99760
H 2.12066 -0.91024 0.80161
C 0.96247 6.15040 -2.38248
H -4.46291 -2.02548 -2.41626
H 0.40178 3.82878 2.75712
N -1.57520 3.97326 -4.80976
H -3.00451 1.75347 2.63534
N 2.86165 2.51157 4.89612
H -0.18223 2.74010 -3.63424
H 1.58773 7.02995 -2.55925
C 0.07047 -6.48662 -0.94312
H -0.82685 1.49980 4.80714
H -2.77565 -1.59661 -2.78931
C 1.76490 2.74272 4.22751
H 2.73357 2.13002 1.66620
```

***

3.
Density functional theory data (ωB97M-V with the def2-TZVPD basis set) for a single C21H33N3O3S molecule.

Results
total charge	0
relative energy (zero: lowest compared OMol25 entry of this formula, charge and spin)	17.4	kcal/mol
HOMO level	-8.5	eV
structure (SMILES)	Cc1ccc(S(=O)(=O)N2CCC(C(=O)NCCN3CCCCCC3)CC2)cc1
HOMO-LUMO gap	9.07	eV

```
61
C21H33N3O3S ωB97M-V with the def2-TZVPD basis set
H 0.33990 -3.46888 -1.46094
H 4.01662 3.66761 0.26790
H 4.21497 3.08415 -2.08634
H 4.22544 0.75552 -2.30491
C -1.97395 1.66952 0.07656
C -0.87289 2.25549 0.67673
N 2.88950 -0.26733 -1.10382
H 0.27621 3.11384 3.73621
H -1.71393 -0.91747 -0.76957
C -0.71848 2.22872 2.05980
C 0.48659 2.84017 2.70562
C -2.31816 -2.86307 -1.47855
H -4.25061 -1.99629 1.71407
O -4.54073 0.73742 -1.20068
H -2.52721 -1.55345 1.61263
C -2.96685 -3.50234 0.82813
C 3.06860 0.33305 0.21426
H 4.92295 1.32863 -0.28795
C 4.02444 1.52216 0.29702
H 0.81131 3.72647 2.16484
C 2.41726 1.93386 -2.28139
H -1.59237 1.59341 3.90773
C 3.14731 0.58086 -2.24985
H 3.45330 -0.45932 0.86688
H -3.00037 -0.86718 -2.00615
H -3.22653 -3.34316 -1.84512
C -0.54824 -2.96420 0.31146
H 0.78097 -0.40822 -0.81375
C 1.70350 -2.30193 -0.36567
H 2.23574 2.21240 -3.32161
C -1.84542 -3.58842 -0.21149
H 2.73992 4.00313 -1.79631
H 2.87827 -0.00017 -3.13564
C -2.63047 -1.41057 -1.13545
H 1.45577 -1.25755 -2.22392
H 2.09362 0.64804 0.62559
C -3.35668 -2.04897 1.09159
O -5.37155 0.07335 1.02504
N 0.49207 -3.06712 -0.54972
C 3.39333 2.85406 -0.11199
H -2.11755 1.69627 -0.99262
H 2.41686 2.93862 0.37007
N -3.67721 -1.36062 -0.14328
H -2.63735 -3.94536 1.76818
H 4.33193 1.60658 1.34260
H -1.56958 -2.89525 -2.27223
H 1.77724 -2.08590 0.70049
C -2.80247 1.02914 2.24052
H -3.83296 -4.05381 0.45999
C -2.93111 1.06070 0.86548
H -1.64071 -4.64034 -0.44206
H 1.44551 1.83334 -1.79393
S -4.28682 0.17913 0.09612
C 3.22870 3.04183 -1.61704
C 1.64476 -0.99758 -1.17806
H 1.30950 2.12424 2.70952
H 2.56744 -2.89154 -0.67862
O -0.43507 -2.43813 1.39884
H -3.57916 0.56330 2.82579
H -0.12715 2.74468 0.06573
C -1.69795 1.61450 2.83328
```

***

| no. | F_max (eV Å⁻¹) |
| --- | --- |
| 1 | 1.41 |
| 2 | 12.68 |
| 3 | 1.05 |